Record 1
A molecular structure, C6H4N3O5 at a distorted geometry, computed with ωB97M-V with the def2-TZVPD basis set.

Structure (XYZ):
```
18
Properties=species:S:1:pos:R:3:forces:R:3:nbo_charge:R:1
C 1.176 0.461 -0.987 1.642 -1.621 1.908 -0.0248
C 1.312 -0.674 -0.044 -2.866 3.688 -2.733 -0.1032
C -0.669 -0.133 -0.349 1.546 -0.891 0.569 0.6238
C 2.501 -1.067 0.539 2.062 1.003 -1.164 0.4000
C -3.808 0.769 0.601 -1.472 0.232 1.771 0.8459
C -3.733 -1.532 -0.228 -0.057 -0.576 -1.057 0.8792
N 0.032 -0.986 0.333 -2.508 -0.016 -0.229 -0.5096
N -0.117 0.766 -1.146 -1.807 -0.168 0.028 -0.5494
N -3.197 -0.303 0.079 2.748 -1.550 -1.246 -0.6606
O -2.921 1.759 0.793 1.651 -0.857 -1.683 -0.6839
O -4.887 -1.813 -0.490 1.228 0.398 0.604 -0.5995
O 2.714 -2.006 1.241 0.703 -0.946 1.205 -0.5452
O -4.943 0.827 1.013 -0.188 0.198 -0.315 -0.6236
O -2.751 -2.498 -0.380 -0.549 0.342 0.425 -0.7149
H 2.022 1.031 -1.414 -0.889 -0.287 0.048 0.2024
H 3.295 -0.305 0.143 -0.219 -1.146 0.758 0.0751
H -1.905 -2.228 0.026 -0.406 0.164 -0.153 0.4998
H -2.180 1.272 0.284 -0.618 2.032 1.265 0.4886
```
Positions in Å, forces in eV/Å.

Computed properties:
Energy relative to the best compared isomer or geometry (same formula, charge and spin) (kcal/mol): 109.0
Charge: -1
HOMO level (spin up / spin down) (eV): -6.376 / -6.376
HOMO-LUMO gap (spin up / spin down) (eV): 7.202 / 7.204

***

Record 2
A molecular structure, C19H33Cl2LaN2O3S at a distorted geometry, computed with ωB97M-V with the def2-TZVPD basis set.

Structure (XYZ):
```
61
Properties=species:S:1:pos:R:3:forces:R:3:mulliken_charge:R:1
O -0.618 -1.667 -0.595 -3.504 -9.445 -3.907 0.0970
C -0.413 -2.943 -0.059 -0.185 -0.825 0.665 0.8318
C -1.701 -3.540 0.457 -0.347 -0.087 0.041 -0.7573
C -2.817 -2.746 0.697 0.160 -0.024 -0.210 0.4474
H -2.752 -1.693 0.466 -0.050 0.024 0.190 0.1622
C -3.987 -3.292 1.206 -0.057 -0.171 0.021 -1.1765
H -4.841 -2.655 1.399 0.011 0.017 0.008 0.4376
C -4.064 -4.653 1.470 0.003 0.096 -0.020 -0.4116
H -4.974 -5.083 1.867 -0.001 -0.002 0.004 0.3939
C -2.963 -5.460 1.212 0.070 0.024 -0.016 -0.7850
H -3.015 -6.524 1.406 0.006 -0.012 -0.002 0.3932
C -1.794 -4.905 0.713 -0.015 -0.026 -0.026 -0.0107
H -0.935 -5.536 0.518 0.048 -0.041 0.037 0.4059
H -0.034 -3.619 -0.834 0.047 -0.031 -0.188 0.4421
C 2.036 -2.660 0.405 0.533 -0.589 -0.891 -1.1893
C 0.675 -2.826 1.000 -0.716 -3.692 -0.083 -0.3569
H 2.837 -3.008 1.051 0.034 0.069 0.134 0.3619
H 2.216 -1.615 0.155 0.511 -0.882 -0.033 0.1231
H 2.104 -3.213 -0.535 0.014 -0.392 -0.074 0.4332
C 0.394 -2.832 2.304 -0.649 -2.821 -0.172 0.2992
C 1.342 -2.681 3.445 0.634 -0.364 0.458 -1.4012
H -0.640 -2.985 2.594 -0.094 0.065 -0.047 0.3171
H 1.360 -3.543 4.106 -0.255 -0.405 0.049 0.3888
H 1.085 -1.808 4.051 -0.074 -0.259 -0.009 0.2902
H 2.362 -2.512 3.090 -0.144 -0.155 0.201 0.3075
La 0.000 0.000 0.000 2.231 8.891 3.666 0.9643
Cl -1.867 0.553 1.265 -6.639 2.047 4.191 -0.6410
Cl 1.198 -0.721 1.847 4.679 5.646 6.578 -0.4545
H -4.672 -0.917 -2.863 -0.194 -0.014 -0.027 0.3612
H -4.482 1.697 -2.115 -0.002 -0.021 -0.111 0.3409
C -3.916 -1.015 -2.085 -0.186 -0.065 -0.695 -1.0161
C -3.658 1.363 -1.486 0.011 -0.202 0.448 -0.9968
N -3.073 0.160 -2.053 -0.056 0.425 0.140 0.2457
H -3.318 -1.900 -2.287 0.044 -0.050 0.090 0.3415
C -1.775 0.078 -2.310 0.043 0.016 -0.293 -0.1630
O -0.885 0.760 -1.773 -2.921 2.298 -5.839 -0.6391
H -2.900 2.132 -1.406 0.057 0.089 -0.005 0.2864
H -1.525 -0.655 -3.089 0.101 -0.315 0.403 0.6063
H -4.411 -1.137 -1.122 0.130 -0.011 0.007 0.3053
H -4.028 1.141 -0.488 -0.017 0.129 0.137 0.3626
H 4.358 0.452 -3.178 0.049 0.015 -0.009 0.3311
H 2.929 -0.650 -5.232 -0.040 0.039 -0.026 0.3354
C 4.034 -0.477 -2.708 0.195 0.285 0.105 -0.9719
C 2.583 -1.378 -4.499 0.123 -0.113 0.068 -0.9475
N 2.709 -0.839 -3.162 -0.343 -0.285 0.286 0.3341
H 4.030 -0.349 -1.631 -0.101 0.071 0.038 0.2485
C 1.660 -0.756 -2.343 1.149 0.470 0.070 0.3989
O 1.703 -0.217 -1.224 5.447 -0.793 -5.096 -0.6668
H 1.543 -1.614 -4.687 -0.131 -0.054 -0.125 0.2840
H 0.744 -1.217 -2.710 -0.218 -0.012 -0.132 0.0191
H 4.746 -1.265 -2.951 -0.064 -0.079 -0.136 0.3519
H 3.184 -2.284 -4.599 -0.023 -0.019 -0.024 0.3409
C 1.162 4.456 0.930 -0.848 0.623 -0.302 -1.0601
S 0.839 2.692 0.601 1.560 1.953 0.659 0.2284
C 2.480 2.182 1.219 0.763 -0.468 -0.307 -0.8171
H 0.249 5.018 0.655 0.392 -0.293 0.168 0.3363
H 1.974 4.840 0.277 -0.327 -0.340 0.638 0.2829
H 1.337 4.631 2.011 0.140 -0.178 -0.731 0.2856
H 3.262 2.924 0.954 -0.691 -0.056 0.225 0.3930
H 2.448 2.004 2.314 0.056 0.015 -0.827 0.2658
H 2.800 1.273 0.676 -0.347 0.282 0.636 0.0801
```
Positions in Å, forces in eV/Å.

Computed properties:
Charge: 0
HOMO level (eV): -6.273
HOMO-LUMO gap (eV): 6.289